Entry from the Open Molecules 2025 dataset: a 2-piece molecular cluster, C3H9FN4 overall at a distorted geometry (ωB97M-V/def2-TZVPD).

Properties
- F_max: 5.76 eV/Å
- Energy relative to the best compared isomer or geometry (same formula, charge and spin): 20.94 kcal per mole
- Orbital gap: 9.24 eV

The geometry in ORCA input format:
```
! RIJCOSX wB97M-V def2-TZVPD def2/J DEFGRID3
* xyz 2 1
C -1.6905 0.3979 0.0326
C 1.6531 -1.1439 -0.3994
C 1.4053 0.1289 0.3202
N -1.9448 2.2300 -1.5809
N -1.9617 1.3265 -0.6572
N -1.7936 -0.2719 1.1488
N 2.2920 -2.0568 0.2500
F 1.1749 1.1266 -0.8133
H 1.0074 -1.1616 -1.3037
H 0.5732 -0.1691 1.1102
H 2.2429 0.4920 0.9994
H -0.9411 2.3979 -1.9199
H -1.9329 0.0923 2.1366
H -2.1363 -1.2229 1.2434
H 2.5555 -3.0827 -0.0525
H 2.2591 -1.7584 1.3207
H -2.7626 2.6751 -1.8349
*
```